{"formula": "C41H56BiN7O7PSSeSi", "method": "ωB97M-V with the def2-TZVPD basis set", "largest_force_ha_per_bohr": 0.0055, "homo_lumo_gap_ha": 0.290, "homo_energy_ev": -10.79, "charge": 1, "e_above_lowest_ev": 0.0000, "species": ["Bi", "N", "C", "C", "C", "C", "C", "C", "N", "C", "C", "C", "S", "C", "N", "H", "H", "H", "H", "H", "H", "H", "N", "C", "C", "C", "N", "H", "H", "H", "H", "O", "C", "O", "C", "C", "C", "C", "C", "C", "N", "O", "O", "N", "O", "O", "H", "H", "H", "O", "P", "C", "C", "C", "C", "C", "C", "C", "C", "C", "C", "C", "C", "C", "C", "C", "C", "C", "C", "H", "H", "H", "H", "H", "H", "H", "H", "H", "H", "H", "H", "H", "H", "H", "H", "H", "H", "H", "H", "H", "H", "H", "H", "H", "H", "H", "H", "H", "H", "H", "H", "H", "C", "Si", "C", "C", "Se", "H", "H", "H", "H", "H", "H", "H", "H", "H"], "positions_angstrom": [[0.10470, -0.09771, -1.08853], [1.05868, 3.86167, 0.95868], [2.35601, 3.71017, 0.49415], [3.51903, 4.44372, 0.70416], [4.64604, 4.01302, 0.03309], [4.61665, 2.89474, -0.81773], [3.45959, 2.17003, -1.02062], [2.31751, 2.59187, -0.34111], [1.01859, 2.09618, -0.37231], [0.30782, 2.88321, 0.40400], [-1.13425, 2.74498, 0.57348], [-1.94468, 3.41917, 1.43346], [-3.55872, 2.91271, 1.22134], [-3.04942, 1.81999, 0.01336], [-1.77427, 1.83409, -0.23541], [0.71933, 4.60449, 1.54585], [3.54271, 5.31049, 1.35065], [5.57400, 4.55411, 0.15932], [5.52270, 2.60793, -1.33540], [3.41534, 1.32796, -1.69886], [-1.68269, 4.15040, 2.18159], [-3.74940, 1.17757, -0.50172], [-2.00915, -2.78923, -1.53380], [-2.57954, -3.72953, -2.29771], [-2.14997, -3.52186, -3.59276], [-1.30352, -2.41158, -3.51272], [-1.22392, -1.97464, -2.25852], [-2.06152, -2.62299, -0.53111], [-3.24366, -4.46563, -1.87718], [-2.41423, -4.08991, -4.46657], [-0.74344, -1.90894, -4.28485], [-0.13498, 0.01798, 1.59571], [-1.19010, -0.65635, 1.67340], [-1.49479, -1.60114, 0.90742], [-2.18017, -0.24755, 2.73825], [-1.87385, 0.82231, 3.56689], [-2.81216, 1.24876, 4.48557], [-4.03880, 0.63252, 4.64220], [-4.30564, -0.43296, 3.80431], [-3.40946, -0.88054, 2.85180], [-5.61694, -1.10864, 3.92132], [-5.89484, -1.92778, 3.07090], [-6.31896, -0.79705, 4.85704], [-2.51679, 2.45170, 5.28935], [-3.29534, 2.74752, 6.16498], [-1.51536, 3.08073, 4.99785], [-0.91889, 1.31669, 3.47532], [-4.75771, 0.97204, 5.37243], [-3.66346, -1.70949, 2.20816], [1.93032, -1.22735, -0.73190], [2.80303, -2.16918, 0.13033], [3.78273, -1.20633, 1.30537], [4.84939, -2.01749, 2.08625], [5.10773, -1.41348, 3.47118], [5.07269, 0.10693, 3.39304], [3.64979, 0.58981, 3.07304], [2.85474, -0.44485, 2.26686], [3.83556, -2.99107, -1.12551], [4.86316, -4.04433, -0.66837], [5.89915, -4.25847, -1.76964], [6.76731, -3.00596, -1.95743], [5.97533, -1.72342, -1.66137], [4.50408, -1.90484, -2.01555], [1.60028, -3.18773, 1.04433], [2.01316, -3.94523, 2.31234], [2.67519, -5.28916, 2.03497], [1.78904, -6.15906, 1.14665], [1.42750, -5.44726, -0.15471], [0.78086, -4.08764, 0.10134], [4.29103, -0.46700, 0.67324], [5.78183, -2.01035, 1.51840], [4.56420, -3.06499, 2.19283], [6.06773, -1.77105, 3.84482], [4.35040, -1.75749, 4.18213], [5.76483, 0.43628, 2.61001], [5.42610, 0.55389, 4.32233], [3.69757, 1.52374, 2.52207], [3.10869, 0.79744, 3.99935], [2.03771, 0.03617, 1.72949], [2.38368, -1.15959, 2.94657], [3.07336, -3.49221, -1.73437], [4.36148, -4.98252, -0.43716], [5.37825, -3.73213, 0.24069], [5.37902, -4.50359, -2.70000], [6.52331, -5.12002, -1.53146], [7.14672, -2.97787, -2.98028], [7.64065, -3.05734, -1.30425], [6.39145, -0.88296, -2.21836], [6.06619, -1.46043, -0.60277], [4.42604, -2.22574, -3.05681], [3.95645, -0.96348, -1.96334], [0.94136, -2.36457, 1.35451], [1.08856, -4.12520, 2.87160], [2.63593, -3.32567, 2.95764], [2.87384, -5.79706, 2.98041], [3.64672, -5.13714, 1.55618], [0.86997, -6.39956, 1.69159], [2.28263, -7.10829, 0.93163], [0.74353, -6.06261, -0.74258], [2.32682, -5.32847, -0.76548], [-0.19081, -4.23667, 0.58135], [0.57575, -3.57325, -0.84186], [-0.03580, 3.63874, -3.17297], [-0.21769, 2.10301, -4.22280], [0.34348, 2.44366, -5.96625], [-1.99634, 1.52545, -4.18292], [1.15494, 0.40952, -3.49278], [-0.53138, 4.47422, -3.67528], [1.01323, 3.90208, -3.02758], [-0.50181, 3.51426, -2.19353], [-0.31768, 3.17449, -6.43861], [0.33609, 1.53683, -6.57227], [1.35639, 2.84940, -5.97595], [-2.65568, 2.29567, -4.59117], [-2.31722, 1.31970, -3.15760], [-2.13180, 0.61558, -4.76937]], "atomic_forces_ev_per_a": [[-0.15, 0.02, -0.07], [-0.02, 0.03, -0.01], [0.03, -0.02, -0.01], [0.00, -0.02, 0.01], [0.00, -0.03, 0.03], [-0.02, -0.02, 0.02], [0.04, -0.04, 0.05], [-0.01, -0.01, -0.08], [0.05, -0.07, 0.19], [0.01, 0.00, 0.00], [0.00, -0.06, 0.02], [0.00, 0.03, -0.01], [-0.02, 0.00, 0.02], [0.00, -0.01, -0.03], [-0.04, 0.08, -0.02], [0.00, 0.00, 0.00], [0.00, 0.00, 0.00], [0.00, 0.00, 0.00], [-0.01, 0.00, 0.00], [0.02, 0.02, 0.02], [-0.01, 0.00, 0.00], [-0.01, 0.00, 0.00], [0.00, 0.05, 0.02], [-0.01, 0.00, 0.00], [-0.01, 0.00, 0.01], [0.02, -0.02, 0.01], [0.08, -0.04, 0.00], [-0.03, 0.01, -0.02], [0.00, 0.00, 0.00], [0.00, 0.00, 0.00], [0.00, 0.00, 0.00], [-0.03, -0.02, -0.05], [0.04, -0.03, 0.03], [-0.05, -0.03, -0.09], [0.01, 0.03, 0.02], [0.01, -0.01, -0.01], [-0.02, 0.01, -0.03], [0.00, 0.01, 0.00], [0.01, 0.01, -0.02], [-0.02, -0.03, 0.01], [0.00, -0.03, 0.03], [0.01, 0.01, 0.00], [0.00, 0.02, -0.03], [0.02, 0.01, 0.02], [0.00, -0.01, 0.01], [-0.02, 0.01, -0.03], [0.00, 0.02, 0.00], [0.00, 0.00, 0.00], [0.00, 0.00, -0.01], [0.12, 0.17, 0.13], [-0.12, -0.11, -0.07], [0.00, 0.06, 0.01], [0.04, 0.00, -0.03], [-0.01, 0.00, 0.01], [0.03, 0.02, -0.01], [0.00, -0.14, 0.10], [0.01, 0.03, -0.05], [0.00, -0.01, 0.02], [0.00, -0.01, 0.00], [0.00, 0.00, 0.00], [0.00, 0.00, 0.00], [-0.01, -0.01, 0.01], [0.01, 0.00, -0.01], [-0.01, -0.02, -0.04], [0.00, 0.01, 0.00], [-0.02, -0.01, 0.01], [0.01, 0.00, -0.01], [0.00, 0.00, 0.01], [0.02, 0.02, 0.00], [-0.02, 0.04, -0.03], [0.00, 0.01, 0.01], [0.01, -0.01, -0.02], [0.00, 0.00, 0.00], [0.00, -0.01, 0.01], [-0.01, -0.01, 0.02], [0.00, 0.00, 0.00], [0.00, 0.24, -0.15], [0.01, 0.01, -0.02], [0.11, -0.01, 0.05], [-0.01, 0.02, -0.02], [0.00, 0.00, 0.00], [0.00, 0.00, 0.00], [0.00, 0.00, -0.01], [0.00, 0.00, 0.00], [0.00, 0.00, 0.00], [0.01, 0.00, 0.00], [0.00, 0.00, 0.00], [0.00, 0.00, 0.00], [0.00, 0.01, -0.01], [0.00, 0.00, 0.00], [0.01, -0.01, 0.02], [0.00, -0.02, 0.00], [-0.01, 0.00, 0.00], [-0.01, -0.01, 0.01], [0.00, 0.00, 0.00], [0.01, 0.00, 0.00], [0.00, 0.00, 0.00], [0.00, 0.00, 0.00], [0.00, 0.00, 0.00], [-0.02, 0.00, 0.01], [-0.02, -0.02, 0.01], [0.01, -0.01, 0.00], [-0.04, 0.02, 0.01], [0.02, -0.01, -0.02], [-0.01, 0.01, 0.00], [0.02, -0.01, 0.03], [0.01, -0.05, 0.00], [0.01, 0.01, 0.01], [0.01, -0.01, 0.00], [0.00, 0.00, -0.04], [0.01, 0.00, 0.00], [-0.01, 0.00, 0.00], [0.00, -0.01, 0.00], [-0.01, 0.00, 0.01], [-0.02, 0.00, 0.00], [0.00, 0.00, 0.00]]}

---

{"formula": "C41H57BFN11O3S4Sc", "method": "ωB97M-V with the def2-TZVPD basis set", "largest_force_ha_per_bohr": 0.0214, "homo_lumo_gap_ha": 0.248, "homo_energy_ev": -9.21, "charge": 1, "e_above_lowest_ev": 0.2455, "species": ["Sc", "C", "C", "C", "C", "N", "C", "C", "N", "B", "N", "C", "C", "N", "C", "S", "C", "C", "C", "C", "N", "C", "C", "N", "C", "S", "C", "C", "C", "C", "C", "S", "H", "H", "H", "H", "H", "H", "H", "H", "H", "H", "H", "H", "H", "H", "H", "H", "H", "H", "H", "H", "H", "H", "H", "H", "H", "H", "H", "H", "H", "H", "H", "H", "H", "H", "C", "C", "C", "C", "C", "C", "C", "F", "C", "C", "C", "O", "C", "C", "N", "C", "C", "O", "O", "H", "H", "H", "H", "H", "H", "H", "H", "H", "H", "H", "N", "C", "N", "S", "H", "H", "H", "H", "C", "C", "C", "C", "N", "N", "C", "H", "H", "H", "H", "H", "H", "H", "H"], "positions_angstrom": [[-0.45544, 0.73066, 0.12163], [-1.45922, 4.71171, -4.38204], [-1.56750, 3.47867, -5.27950], [-1.19424, 3.91190, -6.69830], [-2.98473, 2.90219, -5.26589], [-0.61885, 2.40107, -4.83726], [0.19052, 1.69359, -5.72386], [0.83018, 0.74952, -5.02109], [0.41657, 0.85134, -3.70011], [0.94908, 0.00623, -2.54822], [2.45128, 0.17922, -2.30640], [3.43017, 0.78498, -3.07287], [4.57337, 0.74906, -2.36991], [4.29791, 0.15362, -1.13984], [2.97809, -0.19165, -1.11377], [2.06356, -0.91335, 0.13464], [5.32540, -0.09534, -0.07337], [5.43114, -1.60049, 0.17938], [4.95122, 0.67031, 1.19651], [6.67840, 0.41761, -0.55865], [0.64534, -1.48733, -2.73062], [1.47791, -2.38698, -3.37188], [0.91751, -3.59775, -3.27125], [-0.25890, -3.45915, -2.53214], [-0.41558, -2.14076, -2.21699], [-1.66031, -1.36153, -1.34786], [-1.10199, -4.67874, -2.27767], [-0.19720, -5.74549, -1.64953], [-1.64910, -5.15288, -3.62586], [-2.27003, -4.43871, -1.32745], [-0.50205, 1.84401, -3.59702], [-1.42668, 2.19265, -2.20746], [-2.10149, 5.49061, -4.79814], [-0.43057, 5.08367, -4.36259], [-1.77433, 4.50788, -3.36427], [-1.80956, 4.77156, -6.96125], [-1.39104, 3.13378, -7.43853], [-0.14607, 4.21406, -6.75919], [-3.69367, 3.64867, -5.63179], [-3.26945, 2.61336, -4.25286], [-3.04269, 2.02317, -5.91245], [0.25312, 1.92038, -6.77143], [1.52338, -0.00795, -5.35176], [0.42471, 0.38720, -1.55379], [3.23576, 1.20168, -4.04681], [5.54555, 1.11837, -2.63569], [4.47616, -2.01231, 0.50084], [6.17241, -1.78541, 0.96000], [5.74998, -2.11401, -0.73068], [4.00259, 0.32894, 1.60528], [4.87456, 1.73767, 0.97259], [5.73311, 0.52570, 1.94645], [7.01511, -0.10452, -1.45672], [7.40967, 0.23094, 0.22724], [6.66008, 1.49330, -0.75007], [2.40671, -2.08597, -3.83005], [1.25797, -4.54708, -3.64153], [0.57891, -6.09293, -2.33285], [-0.80260, -6.60952, -1.37251], [0.28172, -5.35305, -0.74971], [-0.84925, -5.36198, -4.33862], [-2.30738, -4.39510, -4.05556], [-2.22448, -6.07026, -3.48199], [-1.93233, -4.06332, -0.36156], [-2.76291, -5.40154, -1.17563], [-2.99616, -3.73868, -1.73471], [-1.95285, -0.97622, 7.53313], [-0.99893, -1.89331, 6.77150], [-1.26669, -3.37377, 6.99155], [-2.63413, -3.76034, 6.44327], [-2.75972, -3.32836, 5.00287], [-3.62312, -3.96532, 4.14338], [-3.71712, -3.57727, 2.80710], [-4.56994, -4.24134, 2.01683], [-2.96153, -2.56697, 2.29252], [-2.07479, -1.89990, 3.15149], [-1.24998, -0.83050, 2.62564], [-1.36981, -0.50712, 1.40638], [-0.36214, -0.20210, 3.51870], [-0.32139, -0.61600, 4.82422], [-1.07100, -1.59628, 5.31886], [-1.97070, -2.27288, 4.49943], [0.55272, 0.90571, 3.10097], [1.25575, 1.45837, 3.93346], [0.53646, 1.21408, 1.84674], [-1.95360, -1.23393, 8.59300], [-2.97175, -1.06433, 7.15215], [-1.64380, 0.06525, 7.43256], [0.02284, -1.67394, 7.07341], [-1.19576, -3.58730, 8.05671], [-0.49403, -3.95511, 6.48314], [-3.42395, -3.29784, 7.03812], [-2.78012, -4.83712, 6.51359], [-4.23230, -4.79059, 4.49636], [-3.00849, -2.28538, 1.24641], [0.35634, -0.11642, 5.50709], [3.60123, 4.31562, -0.04850], [2.65495, 3.43501, 0.33088], [2.68824, 2.97791, 1.57069], [1.47672, 2.93650, -0.80387], [4.22460, 4.74573, 0.61400], [3.50799, 4.72858, -0.95995], [3.38842, 3.25857, 2.23779], [2.03428, 2.24649, 1.83518], [-1.60148, 5.95129, 1.70804], [-2.00001, 4.52155, 1.54704], [-3.08264, 3.81021, 2.02437], [-2.92816, 2.50515, 1.53426], [-1.81711, 2.42699, 0.80107], [-1.26878, 3.65829, 0.83195], [-3.84040, 1.33402, 1.72350], [-2.32602, 6.47266, 2.32857], [-1.55348, 6.45299, 0.73962], [-0.62140, 6.02992, 2.18099], [-3.88788, 4.18110, 2.64021], [-0.43757, 3.83729, 0.27343], [-4.87644, 1.64454, 1.59230], [-3.74289, 0.91885, 2.72887], [-3.62197, 0.55147, 1.00400]], "atomic_forces_ev_per_a": [[0.64, 0.24, -0.87], [0.13, -0.01, 0.01], [-0.08, -0.04, 0.02], [-0.01, -0.10, -0.01], [0.03, -0.01, 0.06], [-0.10, 0.08, -0.17], [-0.05, 0.21, 0.06], [-0.06, -0.14, 0.26], [0.22, 0.06, -0.10], [-0.05, -0.14, -0.03], [0.08, 0.04, -0.05], [-0.23, -0.15, 0.03], [0.06, 0.05, 0.26], [0.16, -0.08, 0.02], [0.16, 0.21, -0.25], [-0.09, 0.08, 0.15], [-0.06, -0.04, -0.04], [-0.06, 0.04, -0.01], [-0.01, -0.01, -0.07], [0.00, 0.01, -0.06], [0.23, 0.02, -0.14], [-0.02, 0.25, 0.02], [-0.19, -0.12, 0.18], [-0.07, -0.18, -0.10], [0.16, -0.20, -0.10], [-0.01, 0.05, 0.12], [0.01, 0.03, -0.01], [0.05, 0.05, -0.02], [0.00, 0.00, 0.00], [0.03, 0.10, 0.02], [0.06, -0.27, -0.31], [0.01, 0.13, 0.37], [0.05, -0.03, 0.03], [-0.07, -0.02, -0.01], [0.00, -0.02, 0.03], [0.01, -0.02, 0.01], [0.02, 0.02, 0.04], [-0.06, 0.02, -0.02], [0.06, -0.03, 0.03], [-0.01, 0.01, -0.09], [-0.01, 0.04, 0.02], [-0.03, 0.03, 0.08], [-0.05, 0.08, 0.05], [0.02, 0.02, -0.36], [-0.02, -0.04, 0.09], [-0.04, -0.05, 0.04], [0.03, 0.00, 0.00], [-0.03, 0.02, -0.05], [-0.01, 0.01, 0.04], [-0.01, 0.00, -0.02], [0.06, -0.11, 0.01], [-0.05, -0.01, -0.06], [-0.01, 0.03, 0.04], [-0.01, 0.00, -0.01], [0.02, -0.05, 0.02], [-0.08, -0.02, 0.05], [-0.05, 0.04, 0.02], [-0.03, 0.01, 0.04], [0.02, 0.03, -0.02], [-0.02, -0.03, -0.04], [-0.03, 0.00, 0.03], [0.03, -0.03, 0.01], [0.03, 0.06, -0.02], [-0.01, -0.02, -0.03], [0.03, 0.04, -0.02], [0.03, -0.01, 0.02], [0.02, -0.03, -0.09], [-0.15, 0.03, 0.06], [-0.06, 0.00, -0.10], [0.08, 0.04, -0.08], [0.01, -0.05, 0.15], [-0.05, -0.08, 0.05], [0.02, 0.03, 0.04], [-0.03, -0.03, -0.02], [0.05, 0.06, -0.09], [0.04, 0.01, -0.02], [0.00, 0.08, 0.09], [-0.49, -0.37, 0.41], [0.01, 0.01, -0.19], [0.02, 0.00, 0.15], [-0.03, -0.07, 0.05], [0.01, 0.02, -0.02], [-0.08, 0.07, 0.01], [0.10, -0.05, -0.02], [0.10, 0.14, 0.26], [0.01, 0.01, -0.03], [0.02, 0.01, 0.03], [-0.02, -0.03, 0.00], [0.09, 0.03, -0.04], [-0.01, -0.02, 0.03], [0.02, 0.00, 0.03], [-0.04, 0.01, 0.02], [-0.02, -0.03, -0.01], [0.02, 0.05, -0.04], [0.00, -0.02, 0.05], [-0.01, -0.02, -0.01], [-0.09, 0.02, -0.08], [0.08, -0.13, 0.07], [0.02, 0.13, -0.07], [-0.03, 0.06, 0.11], [-0.01, -0.02, 0.01], [0.03, 0.01, 0.01], [-0.01, 0.03, -0.05], [-0.23, 0.03, 0.08], [-0.01, -0.09, -0.06], [0.00, 0.09, 0.06], [-0.11, -0.01, 0.09], [-0.07, -0.08, -0.09], [-0.09, -0.09, 0.17], [-0.03, 0.12, -0.10], [0.04, 0.17, 0.03], [0.00, 0.00, 0.00], [-0.01, -0.01, 0.04], [-0.02, 0.00, 0.00], [0.08, -0.01, -0.07], [0.05, -0.08, 0.04], [0.01, 0.01, 0.01], [0.01, -0.01, -0.01], [0.00, -0.07, -0.05]]}